1.
Density functional theory data (ωB97M-V with the def2-TZVPD basis set) for a molecular structure, C23H15F7IrN3O11S2.

Positions of all 62 atoms, in Å:
H1 2.216 -7.079 -1.128
H2 -2.962 -1.273 3.645
O1 4.530 -4.641 -3.044
F1 4.189 2.487 1.139
H3 -5.952 1.989 1.874
C1 0.923 -5.616 -0.231
C2 -0.888 1.192 -0.011
O2 4.040 -6.694 -2.625
O3 -0.074 1.329 -0.942
H4 -5.946 -0.069 3.233
H5 -4.227 -0.700 4.728
N1 4.656 3.685 -1.651
C3 -4.053 1.704 -1.923
C4 -3.909 0.575 3.041
H6 -4.105 1.554 3.498
C5 -5.724 1.030 1.397
C6 -3.393 -0.388 4.106
C7 -0.613 0.946 1.366
Ir1 2.193 0.992 -0.881
F2 -4.426 1.995 -3.163
H7 -0.175 -3.920 0.510
C8 -5.209 0.050 2.440
H8 0.322 -6.341 0.296
C9 -3.312 1.096 0.686
H9 -1.956 1.701 -2.388
O4 3.127 5.498 -0.893
O5 0.200 -1.520 0.110
H10 -2.660 0.065 4.765
O6 6.416 2.044 -2.264
C10 1.072 -1.841 -0.679
O7 1.756 0.664 1.194
C11 -4.683 1.233 0.344
C12 1.413 -3.336 -0.792
F3 4.327 2.861 -4.644
C13 1.979 -6.031 -1.025
C14 0.639 -4.265 -0.109
S1 3.428 4.125 -0.779
C15 4.115 1.962 -3.706
S2 5.032 2.222 -2.069
H11 -1.346 0.565 3.291
N2 3.875 -5.506 -2.527
F4 4.390 0.753 -4.167
O8 4.353 1.207 -1.262
C16 -2.708 1.572 -1.626
F5 2.989 4.135 1.828
O9 1.752 -1.110 -1.449
F6 2.799 1.983 -3.393
C17 -5.035 1.546 -0.950
N3 -2.926 0.796 1.968
C18 -1.630 0.758 2.267
O10 2.286 3.224 -0.941
H12 3.096 -3.000 -2.096
O11 0.825 0.837 3.198
C19 2.485 -3.725 -1.578
H13 -6.649 0.668 0.947
F7 5.063 4.452 1.315
H14 -6.074 1.671 -1.220
C20 0.798 0.816 1.989
C21 3.965 3.793 0.997
C22 2.748 -5.082 -1.685
C23 -2.327 1.285 -0.313
H15 -5.033 -0.926 1.982

Calculated values
Highest occupied orbital energy (alpha / beta)   -12.07 / -12.07 eV
LUMO (alpha / beta)   -0.1667 / -0.2888 Eh
Net charge   +1
Spin multiplicity   6
Kohn-Sham gap (alpha / beta)   0.2770 / 0.1546 Ha

Atomic partial charges in e from the Mulliken method, atoms 1 to 5: atom 1 (H): 0.50, atom 2 (H): 0.41, atom 3 (O): -0.61, atom 4 (F): -0.18, atom 5 (H): 0.33


2.
Density functional theory data (ωB97M-V with the def2-TZVPD basis set) for 2 unconnected molecules or ions with the total composition C8H12N2O2.

Positions of all 24 atoms, in Å:
H1 2.429 1.404 -2.479
H2 2.801 0.903 0.607
C1 -4.653 2.269 -0.108
H3 2.598 2.549 -1.056
C2 -0.458 -1.975 -0.476
H4 1.735 -2.021 0.004
H5 -2.455 -1.284 -0.631
H6 -4.863 1.249 0.219
C3 0.779 -1.483 0.253
C4 1.026 0.008 -0.106
H7 0.387 -2.686 2.060
O1 -2.236 1.052 0.424
C5 2.381 0.590 -0.392
H8 -4.155 2.810 0.652
H9 3.153 -0.029 -0.900
C6 0.579 -1.586 1.795
H10 -0.077 -0.841 2.267
O2 -0.586 -3.120 -0.788
C7 2.005 1.715 -1.468
H11 1.593 -1.430 2.157
C8 -1.361 0.309 0.000
N1 -0.032 0.733 -0.129
H12 0.883 1.886 -1.546
N2 -1.473 -1.021 -0.356

Calculated values
Highest occupied orbital energy (alpha / beta)   -8.91 / -8.92 eV
LUMO (alpha / beta)   -0.0119 / -0.0136 Eh
Spin multiplicity   1
Kohn-Sham gap (alpha / beta)   0.3156 / 0.3141 Ha

Atomic partial charges in e from the Mulliken method, atoms 1 to 5: atom 1 (H): 0.28, atom 2 (H): 0.31, atom 3 (C): -0.46, atom 4 (H): 0.28, atom 5 (C): 0.18


3.
Density functional theory data (ωB97M-V with the def2-TZVPD basis set) for a single C4H5ClOSi molecule.

Positions of all 12 atoms, in Å:
O1 -0.462 0.992 1.516
C1 -0.441 0.119 0.660
H1 -1.344 -1.519 1.517
H2 -2.163 -1.307 -0.020
Si1 1.452 0.393 0.142
Cl1 1.830 -0.166 1.895
H3 0.687 0.893 -3.268
C2 1.504 -0.270 -1.659
C3 1.015 0.173 -2.667
H4 -2.277 -0.175 1.329
H5 1.775 1.643 -0.249
C4 -1.576 -0.775 0.804

Calculated values
Highest occupied orbital energy (alpha / beta)   -5.97 / -10.67 eV
LUMO (alpha / beta)   0.0201 / -0.0629 Eh
Spin multiplicity   3
Kohn-Sham gap (alpha / beta)   0.2394 / 0.3294 Ha

Atomic partial charges in e from the Mulliken method, atoms 1 to 5: atom 1 (O): -0.41, atom 2 (C): 0.27, atom 3 (H): 0.26, atom 4 (H): 0.28, atom 5 (Si): 0.71


4.
Density functional theory data (ωB97M-V with the def2-TZVPD basis set) for 17 unconnected molecules or ions with the total composition C45H76BrCl32N2O5Si.

Positions of all 162 atoms, in Å:
Cl1 -4.816 -6.113 -1.814
C1 -5.816 -7.747 7.184
H1 -2.612 0.321 -4.758
H2 7.831 -0.887 2.718
H3 -4.294 -1.639 -4.728
C2 -2.967 -3.279 -0.842
H4 -1.028 -7.729 -7.929
H5 -3.280 -3.791 0.074
H6 1.455 -6.270 0.215
H7 2.850 8.316 0.425
H8 0.649 -3.758 0.323
H9 4.196 -4.002 4.788
C3 -6.812 -0.438 6.279
C4 -3.384 0.792 0.089
C5 -2.667 -0.143 3.371
H10 -2.074 0.340 -3.035
H11 11.188 3.586 -1.540
H12 -0.186 -1.185 -4.519
Cl2 0.816 9.299 -0.235
Cl3 -7.885 0.033 7.591
H13 3.443 -2.057 -0.905
H14 -9.556 6.143 -3.174
Cl4 1.711 -4.805 -1.609
H15 3.094 -3.174 5.908
C6 3.233 -3.515 4.889
H16 -1.501 -4.486 8.649
H17 5.161 -2.373 -1.152
H18 -0.786 -3.014 -1.293
H19 7.979 0.958 8.606
O1 -3.913 -0.645 3.278
C7 -1.986 -0.156 -4.006
C8 1.662 -0.459 -2.972
C9 -1.351 -7.227 -7.025
H20 2.978 -6.545 -0.659
C10 -1.998 0.454 2.127
H21 2.972 1.235 -3.332
H22 10.552 2.934 -3.065
H23 -3.632 -3.628 -1.621
Cl5 -2.279 -5.793 -7.471
C11 5.835 -0.962 -3.952
C12 3.719 12.238 -0.164
O2 -6.061 1.016 -1.895
Cl6 -7.023 -9.034 7.128
C13 -9.152 6.337 -4.160
Si1 4.510 -0.546 -2.653
H24 2.677 8.372 -1.340
H25 -4.183 4.224 -2.864
C14 -1.527 -3.797 -1.157
Cl7 1.616 6.491 -0.400
C15 2.170 8.177 -0.402
H26 -2.044 -3.473 7.298
H27 0.686 1.427 -3.470
H28 -0.158 -3.892 1.967
H29 7.160 3.256 0.740
Cl8 3.639 6.397 -3.358
O3 -1.761 -2.100 1.321
H30 1.721 -0.584 -1.885
H31 0.141 -1.250 1.755
Cl9 3.642 10.743 0.781
C16 -2.646 -0.019 0.867
C17 5.523 0.464 -0.137
Cl10 9.690 5.072 -2.585
H32 5.739 2.083 -3.033
Cl11 0.164 -4.232 7.002
H33 6.909 2.095 7.758
C18 0.395 0.405 -3.223
C19 6.161 1.380 0.663
C20 1.917 -6.345 -0.762
C21 -4.664 -1.506 -2.573
H34 5.174 -0.457 0.319
H35 4.228 12.032 -1.099
H36 -1.902 -2.203 -4.606
Cl12 9.088 2.541 -1.257
H37 -0.317 0.384 -5.315
H38 -0.091 -1.590 0.071
C22 -3.889 -1.003 -1.365
H39 6.336 1.225 1.726
O4 -4.348 2.211 -2.653
H40 1.358 -3.042 1.747
C23 6.648 2.531 0.122
H41 -5.135 -7.941 8.005
H42 -7.976 4.619 5.430
H43 -0.203 0.362 -2.316
Cl13 8.702 1.384 6.412
H44 3.007 -0.016 -4.563
Cl14 1.949 -4.680 4.523
H45 -1.221 -4.462 -0.355
C24 -4.902 3.523 -2.444
C25 -7.557 4.509 6.423
C26 7.477 1.176 7.671
C27 0.406 -3.276 1.270
H46 -6.322 -6.801 7.334
C28 10.304 3.468 -2.155
H47 6.876 3.716 -1.622
H48 -6.126 -1.196 6.637
O5 -2.067 -0.104 4.397
H49 -4.382 -0.313 4.062
Cl15 -6.131 5.548 6.561
Cl16 -4.883 -7.661 5.682
H50 -1.844 -1.952 -2.873
Cl17 -2.959 -5.316 -3.942
C29 6.503 2.793 -1.218
C30 4.224 -2.125 -1.662
Cl18 1.168 -7.674 -1.649
H51 -0.948 0.210 2.216
H52 6.798 -0.783 -3.463
H53 -6.203 4.712 -3.398
Cl19 -2.323 -8.353 -6.066
H54 -9.730 7.107 -4.656
C31 2.861 4.899 -2.832
Cl20 -8.786 4.940 7.614
Cl21 2.055 3.018 -0.563
H55 8.281 -0.855 4.438
Cl22 4.018 3.553 -2.760
C32 -3.831 -1.979 -3.802
Cl23 6.286 0.323 3.987
C33 5.348 0.689 -1.489
Cl24 -7.482 6.906 -3.987
C34 -3.107 -1.809 -0.555
H56 -5.001 3.787 -1.394
Cl25 6.363 -0.149 7.305
H57 1.202 2.193 1.465
H58 -5.210 -2.390 -2.230
H59 -6.884 3.679 -2.404
C35 5.849 1.879 -1.977
C36 -4.026 0.342 -1.047
Cl26 0.194 0.798 -0.153
C37 -4.894 1.249 -1.899
H60 -5.415 -0.807 -2.913
H61 -2.077 1.528 2.262
H62 -4.470 -7.119 -3.913
C38 -3.825 -6.658 -3.175
H63 -7.406 -0.828 5.460
H64 -3.099 -7.377 -2.812
H65 5.795 -0.282 -4.804
C39 -2.353 -1.634 -3.787
C40 -0.479 -0.142 -4.374
C41 -1.507 -4.373 7.572
H66 -0.491 -6.922 -6.440
Cl27 -2.341 -5.761 6.859
H67 2.443 5.053 -1.837
H68 -1.555 -4.431 -2.041
N1 -6.172 3.733 -3.125
Cl28 3.207 -2.114 3.807
Br1 -3.582 2.626 0.544
C42 -0.329 -1.948 1.065
H69 1.496 -1.456 -3.385
C43 7.463 -0.963 3.735
N2 -2.515 -1.292 0.515
H70 -7.257 3.479 6.588
Cl29 -5.869 0.947 5.688
Cl30 -9.237 4.855 -5.112
H71 5.827 -2.015 -4.235
H72 -3.893 -3.061 -3.825
H73 2.072 4.650 -3.535
H74 4.050 -2.947 -2.360
Cl31 4.595 13.506 0.694
C44 0.796 2.354 0.472
C45 2.964 0.154 -3.481
H75 2.708 12.578 -0.356
Cl32 6.723 -2.553 3.987
H76 -0.033 3.053 0.514

Calculated values
Highest occupied orbital energy   -10.20 eV
LUMO   -0.1246 Eh
Net charge   +1
Spin multiplicity   1
Kohn-Sham gap   0.2504 Ha

Atomic partial charges in e from the Mulliken method, atoms 1 to 5: atom 1 (Cl): -0.16, atom 2 (C): -0.24, atom 3 (H): 0.54, atom 4 (H): 0.31, atom 5 (H): 0.62


5.
Density functional theory data (ωB97M-V with the def2-TZVPD basis set) for a molecular structure, C40H22CuF15GeN3S.

Positions of all 83 atoms, in Å:
C1 -3.466 -0.770 -3.953
F1 -3.312 -3.533 -6.360
H1 6.191 -0.341 0.936
C2 -3.850 -2.473 -5.671
C3 -0.777 -1.135 2.326
F2 -4.828 5.701 -2.923
F3 -4.927 0.764 -0.566
H2 2.567 -2.558 4.434
H3 -2.417 -1.795 3.558
F4 -4.089 4.738 -0.395
S1 -0.252 0.185 -2.656
C4 -5.763 -1.293 -4.799
H4 -1.869 2.468 3.136
C5 4.396 0.480 -3.133
C6 6.226 0.241 4.887
H5 5.936 -1.672 5.794
C7 5.120 -0.312 -0.966
H6 2.326 1.067 -3.274
N1 2.579 -0.590 2.884
C8 5.512 -0.933 5.148
F5 -5.449 0.215 -3.042
C9 -0.452 1.257 2.063
C10 3.105 0.619 -2.634
C11 0.212 2.442 1.405
C12 6.331 -0.690 -0.108
H7 4.118 1.706 2.753
C13 -0.020 -0.081 1.843
C14 5.387 0.054 -2.289
C15 3.765 -0.291 -0.524
C16 -2.982 2.911 -1.481
H8 6.492 -1.776 -0.114
C17 -1.857 -0.948 3.148
F6 -7.119 -0.928 -4.833
C18 -4.283 -0.426 -0.246
F7 -4.987 -3.176 1.974
C19 -3.037 -1.640 -4.949
H9 6.264 2.114 3.902
H10 4.576 0.665 -4.194
C20 -5.247 -2.302 -5.615
C21 -4.173 4.515 -2.804
H11 7.264 -0.238 -0.459
F8 -1.608 -2.597 -1.255
H12 6.416 -0.112 -2.616
C22 3.513 -2.442 4.981
C23 -2.644 -2.068 -0.594
C24 2.771 0.272 -1.360
C25 -2.854 2.126 -2.592
F9 -4.057 4.470 -5.185
H13 0.236 2.382 0.311
F10 -2.859 1.892 -4.916
N2 1.155 -0.318 1.026
C26 2.354 -0.540 1.530
H14 1.750 -0.676 3.454
H15 3.259 -2.362 6.033
H16 4.073 -3.375 4.842
F11 -6.125 -3.083 -6.268
F12 -1.696 -1.901 -4.949
C27 -3.156 -0.790 -0.935
F13 -2.304 2.605 -0.316
C28 -2.262 0.360 3.420
C29 -3.190 -2.841 0.418
N3 3.485 -0.656 0.774
C30 -3.223 2.623 -3.828
H17 4.333 -0.808 1.320
Cu1 0.845 -0.115 -0.851
C31 -3.823 4.036 -1.534
C32 -1.597 1.446 2.877
F14 -5.875 -0.754 1.526
C33 -4.906 -1.202 0.727
H18 7.196 0.382 5.266
H19 1.299 2.607 1.755
C34 4.273 -1.188 4.553
C35 4.507 0.901 3.362
C36 3.854 -0.312 3.535
H20 -0.486 -2.117 2.043
C37 -4.888 -0.601 -3.951
H21 -0.329 3.309 1.706
C38 5.732 1.162 3.983
C39 -4.335 -2.415 1.040
F15 -2.641 -4.011 0.846
C40 -3.880 3.847 -3.977
Ge1 -2.456 0.145 -2.538
H22 -3.069 0.481 4.134

Calculated values
Highest occupied orbital energy   -3.25 eV
LUMO   0.0769 Eh
Net charge   -1
Spin multiplicity   1
Kohn-Sham gap   0.1962 Ha

Atomic partial charges in e from the Mulliken method, atoms 1 to 5: atom 1 (C): 0.48, atom 2 (F): -0.29, atom 3 (H): 0.21, atom 4 (C): 0.03, atom 5 (C): 0.42


6.
Density functional theory data (ωB97M-V with the def2-TZVPD basis set) for a molecular structure, C21H17BCoF4N4O4.

Positions of all 52 atoms, in Å:
C1 0.387 -1.541 2.690
N1 -0.216 -0.913 1.595
C2 1.068 3.700 1.121
H1 -0.128 -2.343 5.944
F1 -4.327 2.836 -2.421
H2 1.347 -2.594 -5.448
N2 -1.334 -0.295 1.796
F2 -4.525 0.759 -3.392
F3 -2.968 1.103 -1.718
O1 -1.868 0.125 0.719
C3 -1.535 4.057 2.094
C4 2.255 -2.762 3.591
H3 -2.540 4.208 2.471
O2 -1.245 -3.967 -2.238
O3 0.353 -0.974 0.439
C5 2.616 2.514 -0.281
H4 3.233 -3.207 3.454
C6 2.376 3.509 0.630
H5 2.089 -3.382 5.648
C7 0.011 2.864 0.644
C8 0.269 1.815 -0.294
Co1 -0.995 0.383 -0.823
F4 -5.227 1.091 -1.221
H6 1.823 0.900 -1.438
H7 -2.100 2.486 0.764
C9 1.624 -2.853 4.825
N3 -0.824 -1.718 -2.417
C10 -1.295 3.103 1.143
C11 -0.692 -3.004 -2.759
H8 1.598 5.312 2.456
C12 -0.218 -0.721 -3.079
H9 -0.051 -5.292 -3.497
C13 0.748 -2.290 -4.595
N4 0.207 -3.296 -3.861
C14 -0.481 4.852 2.589
H10 1.610 -4.857 -3.963
C15 0.371 -2.268 4.984
B1 -4.277 1.446 -2.192
C16 0.542 -1.001 -4.281
H11 2.121 -2.038 1.563
H12 3.182 4.137 1.001
H13 3.625 2.350 -0.650
H14 0.958 -0.184 -4.851
H15 -0.674 5.591 3.360
C17 0.548 -4.667 -4.153
H16 0.328 -4.916 -5.196
C18 -0.246 -1.612 3.939
C19 0.784 4.688 2.098
C20 1.574 1.680 -0.728
H17 -1.217 -1.157 4.055
O4 -0.312 0.460 -2.647
C21 1.648 -2.115 2.532

Calculated values
Highest occupied orbital energy (alpha / beta)   -2.20 / -2.06 eV
LUMO (alpha / beta)   0.1661 / 0.1661 Eh
Net charge   -2
Spin multiplicity   2
Kohn-Sham gap (alpha / beta)   0.2471 / 0.2417 Ha

Atomic partial charges in e from the Mulliken method, atoms 1 to 5: atom 1 (C): 0.01, atom 2 (N): 1.00, atom 3 (C): 1.01, atom 4 (H): 0.33, atom 5 (F): -0.43


7.
Density functional theory data (ωB97M-V with the def2-TZVPD basis set) for a molecular structure, C40H36FN7OPPdS.

Positions of all 88 atoms, in Å:
C1 -2.792 3.150 2.376
C2 -3.389 0.246 -5.688
C3 -1.272 3.368 -0.308
C4 0.517 0.660 -4.371
H1 -0.463 2.322 3.809
C5 -2.012 2.902 -1.397
F1 1.245 -0.841 -6.016
P1 -0.692 2.115 0.906
H2 2.525 0.859 -0.242
C6 0.373 2.861 3.376
H3 -1.377 6.684 -1.031
C7 -2.082 1.606 -7.096
H4 3.153 4.546 4.333
C8 -3.029 2.645 -6.957
H5 -4.908 3.265 -6.092
H6 0.041 2.005 -2.784
H7 -1.211 1.771 -7.721
H8 -0.859 -3.305 -4.692
H9 -0.495 5.129 0.658
C9 -3.916 3.149 3.183
C10 -4.331 1.252 -5.551
N1 -2.263 -2.016 -3.669
H10 0.866 0.173 3.100
C11 1.523 -0.564 2.651
H11 -0.181 1.092 -5.076
H12 -3.128 -0.329 -0.885
H13 -2.861 3.580 -7.477
H14 -1.511 -0.408 -6.590
H15 -4.264 -0.187 3.576
C12 1.347 -0.371 -4.762
N2 -3.898 -0.772 -4.936
H16 -4.276 -1.288 -1.830
H17 0.596 -2.856 -2.410
C13 -3.395 -0.645 -1.885
Pd1 -0.114 0.123 -0.393
H18 -1.158 -2.394 0.034
H19 1.430 2.223 -0.784
C14 1.525 0.576 -2.157
H20 1.642 3.865 0.395
C15 2.444 -1.858 1.129
S1 2.723 -1.360 3.572
C16 -4.163 2.484 -6.192
H21 2.936 -1.710 -4.280
C17 -3.852 0.757 3.234
C18 -1.055 4.739 -0.183
C19 -1.556 5.620 -1.136
C20 -2.288 5.144 -2.213
C21 1.330 3.419 4.214
H22 2.532 -2.258 0.127
C22 -2.239 -1.386 -2.468
C23 1.700 1.181 -0.862
C24 -3.339 -2.057 -4.661
C25 0.469 3.004 1.991
C26 3.212 -2.224 2.184
H23 -2.373 4.097 2.055
C27 2.283 -0.927 -3.916
H24 1.232 3.314 5.288
H25 -2.175 1.841 -1.501
C28 2.404 4.115 3.679
N3 1.480 -0.909 1.400
N4 -5.089 -0.407 -4.380
N5 -1.663 -0.929 1.007
H26 -3.676 0.232 -2.472
N6 -5.359 0.790 -4.736
C29 -0.373 -2.473 -2.687
C30 1.553 3.711 1.463
H27 -2.900 -2.456 -5.570
C31 -2.729 0.742 2.405
H28 4.018 -2.943 2.218
O1 -1.382 -2.277 0.974
H29 3.102 -0.867 -1.941
C32 2.512 4.263 2.302
H30 -5.335 1.928 4.238
C33 -2.185 1.960 1.966
H31 -3.102 3.403 -3.178
C34 -2.222 -0.613 2.096
C35 -1.084 -2.724 -3.809
C36 -4.453 1.943 3.610
C37 0.621 1.139 -3.081
H32 -4.369 4.087 3.481
H33 -2.675 5.834 -2.954
C38 -2.238 0.389 -6.469
H34 3.344 4.812 1.878
C39 -2.525 3.780 -2.339
C40 2.357 -0.460 -2.616
N7 -1.090 -1.637 -1.848
H35 -4.147 -2.707 -4.340
H36 -2.394 -1.396 2.833

Calculated values
Highest occupied orbital energy (alpha / beta)   -9.87 / -9.87 eV
LUMO (alpha / beta)   -0.1081 / -0.1081 Eh
Net charge   +1
Spin multiplicity   1
Kohn-Sham gap (alpha / beta)   0.2546 / 0.2546 Ha

Atomic partial charges in e from the Mulliken method, atoms 1 to 5: atom 1 (C): -0.34, atom 2 (C): 1.34, atom 3 (C): 0.72, atom 4 (C): -0.27, atom 5 (H): 0.37


Number 1: F_max 4.302 eV Å⁻¹. Number 2: F_max 3.884 eV Å⁻¹. Number 3: F_max 6.460 eV Å⁻¹. Number 4: F_max 2.316 eV Å⁻¹. Number 5: F_max 3.376 eV Å⁻¹. Number 6: F_max 2.303 eV Å⁻¹. Number 7: F_max 2.807 eV Å⁻¹.